Entry 1:
Density functional theory data (the ωB97M-V functional and the def2-TZVPD basis) for C47H65Cl2N5O9PSbSi3V as an isolated structure at a distorted geometry.

For the energy relative to the best compared isomer or geometry (same formula, charge and spin), the calculation gives 0.0 kJ/mol. As for the expectation value of S²: 0.76. As for the largest force on an atom: 1.5 eV/A. For the LUMO energy (spin up / spin down), the calculation gives -0.32 / -0.42 eV. The calculation puts the HOMO energy (spin up / spin down) at -6.9 / -6.2 eV.

Structure (ORCA input):
```
! wB97M-V def2-TZVPD RIJCOSX def2/J DEFGRID3
* xyz 0 2
V -0.41 0.82 -0.48
C 0.44 3.96 2.41
C -0.63 4.81 2.16
C -1.67 4.37 1.37
C -1.60 3.08 0.83
N -0.52 2.30 0.99
C 0.46 2.72 1.80
C -2.72 2.44 0.13
C -4.01 2.97 0.10
C -5.05 2.19 -0.35
C -4.78 0.88 -0.74
C -3.48 0.45 -0.74
N -2.45 1.21 -0.35
H 1.26 4.26 3.04
H -0.65 5.81 2.58
H -2.52 5.00 1.17
H 1.25 1.99 1.94
H -4.18 3.98 0.44
H -6.06 2.58 -0.37
H -5.58 0.22 -1.05
H -3.21 -0.54 -1.07
C -4.23 -2.17 -2.61
Si -2.76 -1.70 -3.72
C -2.55 -3.19 -4.87
C -3.30 -0.21 -4.73
Sb -0.53 -1.04 -2.57
Si 0.72 -0.69 -4.80
C 0.39 1.13 -5.17
C 2.55 -1.12 -4.76
C 0.06 -1.67 -6.26
Si 0.02 -3.46 -1.89
C -1.59 -4.39 -1.57
C 1.05 -3.58 -0.33
C 0.94 -4.34 -3.26
H -4.77 -2.97 -3.11
H -4.91 -1.32 -2.51
H -3.98 -2.52 -1.61
H -2.90 -2.93 -5.88
H -3.15 -4.02 -4.52
H -1.52 -3.54 -4.97
H -4.32 -0.35 -5.09
H -2.65 -0.05 -5.59
H -3.27 0.71 -4.13
H 0.18 1.70 -4.26
H -0.47 1.23 -5.83
H 1.25 1.59 -5.66
H 3.05 -0.79 -3.85
H 3.02 -0.63 -5.62
H 2.69 -2.19 -4.88
H -0.99 -1.47 -6.49
H 0.19 -2.74 -6.15
H 0.65 -1.35 -7.13
H -2.29 -3.83 -0.95
H -1.36 -5.33 -1.05
H -2.11 -4.64 -2.50
H 1.02 -2.70 0.31
H 2.10 -3.74 -0.58
H 0.72 -4.46 0.24
H 0.31 -4.53 -4.14
H 1.30 -5.31 -2.90
H 1.81 -3.77 -3.58
C 2.72 2.12 -3.06
O 2.24 0.91 -2.50
P 2.05 0.56 -0.90
O 2.45 -0.98 -1.02
C 3.82 -1.42 -0.96
O 3.43 1.31 -0.49
C 3.91 1.88 0.72
H 3.50 2.56 -2.44
H 1.91 2.83 -3.19
H 3.15 1.88 -4.03
H 4.14 -1.45 0.08
H 4.47 -0.76 -1.55
H 3.85 -2.42 -1.40
H 3.13 2.36 1.29
H 4.65 2.63 0.42
H 4.40 1.12 1.33
Cl 1.09 -2.04 8.05
C 1.20 -3.47 7.07
C 1.07 -4.69 7.72
C 1.32 -5.88 7.06
C 1.76 -5.83 5.74
C 1.86 -4.62 5.09
Cl 2.44 -4.59 3.46
C 1.52 -3.39 5.71
N 1.60 -2.21 4.99
C 0.70 -1.13 5.05
C -0.60 -1.28 5.52
C -1.46 -0.19 5.58
C -1.02 1.06 5.17
C 0.27 1.20 4.67
C 1.14 0.12 4.59
C 2.51 0.25 4.01
C 2.65 -0.41 2.62
O 3.50 -1.31 2.50
O 1.89 0.05 1.72
H 0.80 -4.69 8.77
H 1.22 -6.82 7.57
H 2.01 -6.73 5.20
H 2.22 -2.23 4.19
H -0.94 -2.25 5.86
H -2.46 -0.32 5.97
H -1.68 1.92 5.23
H 0.62 2.17 4.36
H 3.25 -0.20 4.68
H 2.77 1.31 3.88
O -1.85 3.70 -2.53
C -0.76 3.48 -2.03
O -0.28 2.29 -1.81
C 0.14 4.65 -1.66
C 1.36 4.47 -1.03
C 2.17 5.55 -0.67
C 1.69 6.80 -0.95
O 2.27 8.01 -0.69
C 1.38 9.00 -1.21
O 0.23 8.33 -1.72
C 0.46 6.99 -1.57
C -0.33 5.94 -1.94
H 1.69 3.46 -0.82
H 3.13 5.40 -0.18
H 1.89 9.53 -2.02
H 1.09 9.68 -0.41
H -1.29 6.07 -2.43
C -3.21 -2.23 2.66
N -1.85 -2.43 2.17
C -1.27 -3.76 2.24
C -1.29 -1.50 1.44
N -0.76 -0.70 0.80
H -3.92 -2.83 2.08
H -3.48 -1.17 2.57
H -3.26 -2.52 3.71
H -0.20 -3.70 2.00
H -1.76 -4.44 1.55
H -1.38 -4.13 3.26
*
```

***

Entry 2:
Density functional theory data (the ωB97M-V functional and the def2-TZVPD basis) for a 14-piece molecular cluster, C47H66O42 overall at a distorted geometry.

For the energy relative to the best compared isomer or geometry (same formula, charge and spin), the calculation gives 0.0 kJ/mol. As for the largest force on an atom: 6.0 eV/A. For the LUMO energy, the calculation gives -0.50 eV. The calculation puts the HOMO energy at -9.9 eV.

Structure (ORCA input):
```
! wB97M-V def2-TZVPD RIJCOSX def2/J DEFGRID3
* xyz 0 1
C 9.75 -17.73 14.17
C 10.36 -19.07 13.78
O 9.94 -19.28 12.45
C 8.86 -18.35 12.21
O 8.27 -18.20 11.12
O 8.79 -17.48 13.16
H 10.49 -16.93 14.15
H 9.38 -17.81 15.20
H 9.99 -19.85 14.45
H 11.45 -19.08 13.76
C 6.28 -14.55 6.03
C 6.15 -15.78 6.90
O 5.21 -15.41 7.84
C 4.70 -14.26 7.68
O 3.83 -13.85 8.41
O 5.21 -13.70 6.51
H 6.11 -14.73 4.97
H 7.23 -14.07 6.28
H 7.05 -16.15 7.39
H 5.81 -16.56 6.22
C 12.38 -21.50 11.40
C 12.82 -21.84 9.98
O 14.10 -22.46 10.23
C 14.52 -22.13 11.48
O 15.65 -22.48 11.87
O 13.59 -21.50 12.16
H 11.65 -22.21 11.78
H 12.00 -20.47 11.39
H 12.88 -20.88 9.47
H 12.06 -22.44 9.48
C 5.29 -22.57 9.97
C 6.76 -22.40 10.48
O 6.77 -23.48 11.41
C 5.48 -23.94 11.70
O 5.18 -24.89 12.45
O 4.58 -23.32 10.88
H 5.15 -23.10 9.03
H 4.76 -21.62 9.91
H 7.03 -21.43 10.92
H 7.30 -22.69 9.58
C 11.12 -16.55 5.15
C 12.63 -16.92 4.93
O 12.60 -18.30 4.97
C 11.35 -18.78 4.82
O 11.03 -19.94 4.76
O 10.50 -17.76 4.74
H 10.73 -15.71 4.56
H 10.93 -16.30 6.20
H 13.21 -16.58 5.79
H 13.00 -16.47 4.01
C 2.67 -15.51 4.58
C 1.78 -15.51 5.82
O 1.81 -16.87 6.16
C 2.91 -17.45 5.74
O 3.28 -18.58 5.89
O 3.49 -16.64 4.77
H 3.37 -14.67 4.56
H 2.18 -15.67 3.62
H 0.76 -15.23 5.55
H 2.22 -14.87 6.59
C 10.03 -15.69 9.80
C 11.11 -14.68 9.38
O 10.26 -13.51 9.28
C 8.95 -13.94 8.99
O 7.94 -13.21 8.78
O 8.89 -15.30 9.01
H 9.87 -15.59 10.87
H 10.49 -16.64 9.53
H 11.70 -14.88 8.49
H 11.82 -14.66 10.21
C 8.86 -24.73 8.67
C 8.70 -26.16 8.40
O 9.83 -26.82 9.07
C 10.65 -25.87 9.49
O 11.67 -26.06 10.03
O 10.09 -24.64 9.31
H 8.13 -24.34 9.38
H 8.86 -24.05 7.81
H 8.55 -26.34 7.33
H 7.80 -26.63 8.79
C 5.68 -16.80 0.81
C 4.43 -17.53 1.14
O 4.79 -18.30 2.29
C 5.93 -17.82 2.77
O 6.41 -18.19 3.80
O 6.34 -16.79 2.03
H 5.38 -15.76 0.67
H 6.16 -17.20 -0.08
H 4.19 -18.23 0.33
H 3.56 -16.88 1.17
C 0.43 -20.80 12.58
C 1.16 -21.16 11.37
C 0.39 -21.38 10.12
O 0.97 -20.53 9.19
C 2.05 -19.96 9.73
O 2.83 -19.26 9.10
O 2.05 -20.14 11.06
H 0.07 -19.78 12.44
H 1.11 -20.78 13.43
H -0.32 -21.53 12.89
H 1.82 -22.00 11.56
H -0.68 -21.18 10.23
H 0.38 -22.42 9.77
C 3.91 -22.40 6.21
C 4.04 -23.84 6.49
C 3.34 -24.77 5.49
O 4.41 -25.62 5.12
C 5.55 -25.21 5.61
O 6.58 -25.92 5.69
O 5.41 -24.15 6.36
H 4.63 -21.81 6.77
H 2.96 -21.89 6.41
H 4.21 -22.28 5.17
H 3.81 -24.00 7.54
H 3.03 -24.20 4.61
H 2.54 -25.39 5.90
C 8.82 -23.04 5.17
C 10.28 -23.45 4.99
C 11.28 -22.81 5.93
O 11.85 -23.90 6.59
C 11.42 -25.10 6.03
O 11.77 -26.25 6.36
O 10.31 -24.81 5.32
H 8.59 -22.07 4.74
H 8.39 -23.00 6.17
H 8.12 -23.80 4.82
H 10.54 -23.32 3.94
H 10.74 -22.13 6.59
H 12.01 -22.15 5.46
C 6.05 -19.11 7.91
C 7.44 -19.36 7.38
C 8.52 -18.53 8.08
O 9.31 -19.44 8.73
C 9.03 -20.72 8.41
O 9.53 -21.74 8.89
O 7.88 -20.71 7.71
H 6.00 -19.48 8.94
H 5.21 -19.53 7.36
H 5.83 -18.05 8.02
H 7.51 -19.32 6.29
H 8.05 -17.83 8.76
H 9.11 -17.99 7.34
C 5.01 -16.95 11.08
C 3.75 -16.11 11.51
C 2.52 -16.15 10.62
O 1.44 -16.46 11.38
C 1.84 -17.03 12.47
O 1.21 -17.78 13.26
O 3.17 -16.82 12.65
H 4.72 -17.99 10.90
H 5.69 -16.87 11.93
H 5.61 -16.50 10.30
H 3.83 -15.06 11.79
H 2.66 -16.85 9.80
H 2.46 -15.22 10.05
*
```

***

Entry 3:
Density functional theory data (the ωB97M-V functional and the def2-TZVPD basis) for a 5-piece molecular cluster, C47H68Br2F33NO4PS overall.

As for the largest force on an atom: 0.5 eV/A. For the LUMO energy, the calculation gives -1.96 eV. The calculation puts the HOMO energy at -11.0 eV.

Structure (ORCA input):
```
! wB97M-V def2-TZVPD RIJCOSX def2/J DEFGRID3
* xyz 1 1
C -4.04 6.29 -1.85
C -2.84 5.60 -2.51
C -2.82 4.09 -2.28
C -1.57 3.45 -2.89
C -1.14 2.07 -2.35
C -2.26 1.06 -2.73
S -2.39 0.62 -4.48
C -3.75 1.68 -5.08
C -3.54 2.07 -6.55
C 0.23 1.76 -2.98
C 1.06 0.57 -2.50
C 2.46 0.69 -3.09
P 0.26 -1.14 -2.92
C 1.51 -2.29 -2.19
C 0.61 -1.26 -4.74
C 1.88 -1.97 -5.21
N 1.13 0.62 -0.97
C 2.16 1.56 -0.40
C 3.43 0.84 0.03
C 4.25 1.65 1.04
F 4.53 0.84 2.14
C -0.24 0.77 -0.33
C -0.16 0.57 1.19
C -1.09 -0.55 1.64
C -0.51 -1.94 1.34
C -1.54 -2.88 0.71
C 0.16 -2.58 2.58
C -1.03 2.02 -0.79
C -0.74 3.32 -0.06
Br 0.66 4.45 -0.67
C -1.51 3.74 0.95
C -2.69 3.00 1.53
Br -1.29 5.44 1.73
H -4.79 6.59 -2.58
H -3.73 7.18 -1.29
H -4.53 5.63 -1.14
H -2.88 5.77 -3.59
H -1.90 6.03 -2.15
H -2.89 3.90 -1.20
H -3.73 3.66 -2.71
H -1.72 3.32 -3.96
H -0.73 4.15 -2.80
H -2.14 0.11 -2.21
H -3.22 1.47 -2.41
H -4.68 1.13 -4.95
H -3.79 2.56 -4.45
H -3.73 3.13 -6.70
H -4.20 1.50 -7.21
H -2.52 1.88 -6.88
H 0.85 2.65 -2.82
H 0.11 1.68 -4.06
H 2.40 0.53 -4.16
H 2.88 1.68 -2.95
H 3.16 -0.03 -2.68
H 1.23 -2.52 -1.16
H 2.55 -1.96 -2.22
H 1.46 -3.23 -2.74
H -0.27 -1.76 -5.15
H 0.57 -0.24 -5.13
H 1.82 -3.04 -5.03
H 2.00 -1.83 -6.28
H 2.78 -1.61 -4.72
H 1.44 -0.31 -0.68
H 1.70 2.05 0.46
H 2.35 2.34 -1.13
H 3.17 -0.10 0.53
H 4.04 0.60 -0.84
H 5.20 1.98 0.62
H 3.70 2.52 1.40
H -0.79 -0.08 -0.74
H -0.39 1.50 1.71
H 0.86 0.32 1.49
H -2.05 -0.45 1.12
H -1.32 -0.45 2.70
H 0.29 -1.80 0.59
H -1.06 -3.81 0.39
H -2.00 -2.43 -0.16
H -2.31 -3.16 1.43
H 1.15 -2.98 2.33
H 0.29 -1.86 3.38
H -0.44 -3.41 2.96
H -2.05 1.78 -0.47
H -2.58 1.92 1.50
H -2.85 3.30 2.56
H -3.60 3.27 0.98
C -3.42 -7.27 3.20
C -3.50 -5.74 3.23
C -3.72 -5.07 4.59
F -4.91 -5.42 5.11
F -3.71 -3.72 4.41
F -4.40 -5.28 2.34
F -2.26 -5.30 2.83
O -4.61 -7.94 2.85
C -5.52 -8.34 3.78
C -6.91 -7.73 3.49
F -6.83 -6.39 3.46
F -7.74 -8.09 4.49
F -5.12 -8.07 5.03
F -5.67 -9.68 3.67
H -2.72 -7.49 2.40
H -3.00 -7.64 4.13
H -2.92 -5.34 5.28
H -7.29 -8.10 2.54
C 8.50 -2.28 -1.97
C 7.62 -1.09 -2.38
C 6.12 -1.19 -2.13
F 5.56 -2.20 -2.82
F 5.53 -0.04 -2.54
F 7.84 -0.75 -3.66
F 8.02 -0.04 -1.59
O 8.83 -3.18 -3.00
C 8.06 -4.27 -3.29
C 7.59 -4.26 -4.75
F 6.92 -3.12 -5.02
F 6.76 -5.31 -4.94
F 7.01 -4.38 -2.45
F 8.82 -5.37 -3.13
H 9.45 -1.83 -1.68
H 8.09 -2.78 -1.10
H 5.91 -1.33 -1.06
H 8.45 -4.35 -5.42
C -1.32 9.11 0.57
C -1.42 9.09 -0.96
C -0.69 10.20 -1.74
F -1.20 11.40 -1.43
F -0.88 9.98 -3.06
F -2.71 9.02 -1.36
F -0.80 7.93 -1.35
O -2.40 9.68 1.26
C -2.43 11.01 1.58
C -3.65 11.71 0.99
F -3.67 11.56 -0.35
F -3.57 13.03 1.27
F -1.29 11.63 1.24
F -2.55 11.10 2.93
H -1.36 8.05 0.83
H -0.36 9.51 0.89
H 0.38 10.18 -1.52
H -4.57 11.30 1.42
C 2.33 -5.45 6.81
C 2.71 -6.05 5.46
C 2.00 -5.51 4.21
F 0.68 -5.78 4.25
F 2.51 -6.12 3.11
F 2.62 -7.39 5.48
F 4.02 -5.71 5.27
O 1.37 -6.16 7.57
C 0.04 -5.91 7.47
C -0.74 -7.16 7.04
F -0.26 -7.65 5.88
F -2.03 -6.80 6.84
F -0.23 -4.88 6.64
F -0.43 -5.57 8.69
H 3.24 -5.49 7.40
H 2.05 -4.40 6.70
H 2.16 -4.44 4.12
H -0.69 -7.93 7.82
*
```